DFT (the ωB97M-V functional and the def2-TZVPD basis) results for C20H40P2PbSi as an isolated structure at a distorted geometry.

Output
Energy above the lowest of the compared OMol25 structures with the same formula, charge and spin, kcal per mole: 123.6
Charge: +2
Strongest force on any atom, Eh/bohr: 0.0602

CARTESIAN COORDINATES (ANGSTROEM)
H 2.50090 -4.34405 -6.27743
C 0.66003 1.92814 4.77246
C -1.76750 -3.57184 0.05598
H -0.68703 4.94781 5.33259
H -1.66969 -4.57382 -0.37793
C 0.07458 2.87901 0.78549
H -1.21786 -3.19448 -5.85752
C -0.08768 -4.92458 -5.23732
H 2.96164 -5.96602 -4.64096
C 1.56844 -4.96799 -3.39362
H 0.23290 3.56970 -1.18343
H 0.94423 -2.16191 -3.23579
H -0.89958 -3.21334 -2.28174
P 0.46894 0.27567 -2.39787
H 0.36525 -1.51930 -5.54580
C 2.81937 -3.88340 -5.34866
H -1.13080 5.32798 3.68317
H -0.00195 -3.62631 -7.04944
H 1.45534 0.41336 -4.65679
H 2.64672 0.40111 -3.35296
C -0.17030 -3.53784 -5.95634
C -0.42012 4.75637 4.28879
C 0.65021 -4.31004 -0.35116
Pb 2.92465 -2.73059 -2.59797
H -0.00139 -5.03536 -0.92338
H -2.58599 -3.04591 -0.44423
H -1.89349 -3.68296 1.13976
H 0.86160 2.31678 5.77771
H -0.49051 -5.07420 -3.07547
C 0.15014 -1.46654 -2.91948
C 2.81323 -4.96095 -4.21081
H 1.64456 1.86217 4.27979
H -1.05361 -5.43772 -5.34870
C 0.28977 -4.90170 -3.81740
C -0.05412 2.76197 2.00963
H -1.12848 1.87898 -3.10720
H 0.29210 0.89845 4.92768
C -0.69814 -2.20227 -1.92458
H -0.55848 2.00069 -1.04983
H -2.83232 2.83093 4.83289
H 2.66537 -1.78388 -4.81053
H -0.97617 0.68696 -4.42377
C 0.75511 -2.52193 -5.46503
H 1.71339 -5.46270 -2.43591
C 2.04932 -2.64687 -5.08050
H 0.79831 -4.67112 0.68924
H 1.64757 -4.21405 -0.84983
C 1.68073 0.81063 -3.65661
C -2.28877 2.29587 4.04587
H -2.24830 1.21441 4.26330
H -1.62356 -1.65517 -1.75457
C -1.05862 0.82404 -3.34089
C 0.26139 2.62786 -0.62993
H 1.66926 1.91066 -3.63429
H -0.32465 -1.31006 -3.88980
H -2.82352 2.47331 3.10589
H -1.91585 0.25023 -2.98106
P -0.12801 -2.65144 -0.23489
H 3.71544 -4.83215 -3.56186
H 3.85270 -3.60825 -5.59906
Si -0.56890 2.96727 3.77792
H 0.55379 -5.56624 -5.84499
H 1.21894 2.10641 -0.78957
H 0.59265 5.13574 4.10102

***

DFT (the ωB97M-V functional and the def2-TZVPD basis) results for C24H48InNO10PS4 as an isolated structure at a distorted geometry.

Output
Charge: -1
Strongest force on any atom, Eh/bohr: 0.0484

CARTESIAN COORDINATES (ANGSTROEM)
H -1.54100 -3.28942 -3.40684
P -2.97649 -4.13332 0.48631
H -0.17523 -7.81155 -5.56687
C -0.96522 -7.45353 -4.89317
H 6.92961 9.81014 1.97746
S -1.99487 -2.09913 4.43684
H -4.34858 -2.18982 4.59967
C 3.65969 10.37683 2.75992
C 5.12621 10.82524 2.72097
H -4.65189 0.02057 5.64945
S 1.93082 4.09471 0.22428
H -1.75429 -0.57747 2.61858
H -5.67236 -6.70194 -6.33756
H 2.67395 8.75847 1.66475
H 1.04387 0.27071 -2.29853
C -0.34637 -0.40764 -0.84607
O -2.17543 -3.07342 3.39613
C -3.14575 0.27710 4.08139
C -3.56137 -1.82055 5.25726
C 3.39800 9.55221 1.49383
H -2.96913 -2.29258 -3.74121
O -2.77544 -5.84108 -5.07344
O -0.97050 -2.23594 5.44420
H 2.97939 11.22550 2.82180
C -1.86252 -0.46986 3.69766
H -3.57993 -2.35816 6.20279
O 5.39249 9.37288 -0.22232
H -3.90583 0.12071 3.31278
H -4.40778 -7.96005 -5.97475
H 3.39749 2.74310 2.64349
C -2.34952 -2.71412 -2.95272
H 3.07158 10.17833 0.66541
H -1.75772 -8.20001 -4.95511
C 0.17857 0.67184 -1.76721
N -0.62900 -1.64222 -1.49182
H 5.25591 11.59987 1.96147
H -3.97275 -3.51654 -0.33079
H 1.52764 2.04485 1.37633
H -1.31251 -6.11686 -6.51734
C -4.77255 -6.94857 -5.78414
H -2.95317 -3.42964 -2.39225
H 0.41892 1.57504 -1.20539
H 3.36020 5.96332 0.59671
H 0.14568 -4.23981 -2.93849
C -1.39285 -6.08586 -5.42887
O -2.60305 -0.62784 -1.91968
H -0.74483 -8.34240 -2.95652
H 1.31154 -5.56463 -2.91548
H 3.49210 9.75763 3.64409
S 4.97342 8.82050 1.03914
H -1.72681 -5.79424 -2.86004
H 5.45032 11.23390 3.67753
C 1.50726 3.09659 1.65579
C -1.86587 -1.57704 -2.08012
O 4.92159 7.39622 1.26233
H 0.50342 3.37517 1.97172
C -3.64583 -5.98411 -6.08716
H 3.92708 5.10530 3.04778
In -0.59446 -3.32255 -0.09770
H 5.98243 8.88014 3.17193
H -3.31789 -3.69791 1.77789
H 4.21881 4.40726 0.70552
H 0.09091 -2.71357 1.43149
C 0.37876 -5.20157 -2.47019
C -3.63847 -0.30547 5.41389
H -0.74628 -5.28296 -5.07872
C 3.31118 4.94882 0.97063
C -0.36546 -7.44611 -3.45835
H -0.57058 0.87226 -2.53367
H 2.25142 5.57512 2.74305
C 5.92991 9.58557 2.34248
H 1.73050 -4.55713 -0.89540
H -0.91163 -6.62841 -1.57142
O 0.87141 5.04964 -0.00068
O -0.51350 -0.21450 0.31153
C -0.77218 -6.23732 -2.57662
C 2.55323 3.43105 2.72633
H -4.99871 -6.90340 -4.71583
O -3.58574 -5.40894 -7.11175
H 0.71690 -7.55824 -3.47980
C 0.69340 -4.90920 -0.97041
H -0.97734 0.01093 4.11028
S -3.10962 -6.11413 0.43660
H -2.96790 1.35015 4.15128
H 2.13757 3.31894 3.72769
H 0.65929 -5.82049 -0.36889
C 3.03678 4.86555 2.46710
O 2.41875 3.23930 -0.82738
H -2.98188 0.01971 6.22512

***

DFT (the ωB97M-V functional and the def2-TZVPD basis) results for C30H49FP2Sc as an isolated structure at a distorted geometry.

Output
Energy above the lowest of the compared OMol25 structures with the same formula, charge and spin, kcal per mole: 8.5
Charge: +1
Strongest force on any atom, Eh/bohr: 0.1219

CARTESIAN COORDINATES (ANGSTROEM)
H 0.94557 3.34502 -2.97413
H 4.10702 -1.62917 1.31109
C -3.75285 -3.05341 -0.86256
C -0.53574 3.54388 3.00820
C 1.99669 -1.61298 -0.61121
H -4.96156 -0.86423 -2.19270
H -2.03890 0.76055 0.41899
H -0.42899 1.72389 -4.84382
C 3.84615 4.32298 1.40065
H 0.49012 -3.79131 -2.67953
H -0.41015 -3.14541 2.74957
H 0.84648 2.70748 5.40351
F 5.35337 3.75386 -0.35003
C 0.93739 -2.51590 1.21709
H 1.45745 1.06965 4.99553
C -2.85785 -1.30251 -2.50554
C 3.54950 2.28297 0.08561
C 0.03392 0.68241 2.56601
H -0.86460 0.03280 -4.40557
H -3.43523 -3.19562 1.27979
H 0.84478 0.54197 -4.35887
H 1.39464 -2.33674 -3.17287
C 3.13728 -1.25049 1.66873
H -1.32277 -4.20466 0.88309
H -1.47792 3.38660 -3.20780
C -1.75381 2.58777 -2.50966
C -0.66078 -4.15296 0.00743
C -3.61170 -2.39714 0.54067
H -0.18951 4.38005 2.38782
H -0.21184 0.09765 3.46244
C -0.18933 0.87412 -4.19313
H -4.59410 -1.96733 0.81077
H -3.88023 1.38535 -0.84140
H -2.68031 2.09661 -2.83155
H -4.03599 0.44672 -2.88296
C -3.98099 -0.35580 -2.12630
H -3.64915 -4.14709 -0.74302
H 3.88686 1.63866 -0.73323
H 1.80669 1.10297 0.54107
H -1.90348 2.99953 -1.50215
Sc -1.38272 -1.47670 -0.96372
C 4.24073 3.44200 0.38700
H 0.97868 -2.20815 3.33320
H 0.73631 0.09297 1.96777
H -0.35056 -2.23223 -2.89310
H 1.98335 1.96801 -2.44056
C 2.02891 -1.72843 0.79981
P -0.36349 1.41541 -2.45841
H 3.77802 -0.45729 -0.86841
C 2.72549 3.96427 2.16545
C 2.03405 2.76917 1.92067
H -2.43417 -1.13187 -3.49743
H -0.72864 3.89767 4.02970
C 1.05339 2.52201 -2.25844
H 3.50485 -1.66465 -2.13121
C 1.44417 2.12499 4.68974
H 1.06439 2.90538 -1.23085
H -2.30767 -3.40819 -2.51531
H -0.06398 -5.08634 0.00437
C 0.59275 -2.70581 -2.51814
C 2.40980 1.97071 0.82533
H -1.27524 -4.19730 -0.90334
H 2.39417 4.63491 2.96302
H -0.88687 0.82531 1.98300
H 2.53807 -0.18086 -2.11173
C 0.91205 -2.40038 -1.09765
H -1.46102 3.13608 2.57910
C -2.79925 -2.61724 -1.94432
P 0.71410 2.26386 3.05770
H -4.79388 -2.90217 -1.20698
H 1.19244 -3.89527 2.83763
H -4.78620 0.05465 -0.15623
C 0.66117 -2.95912 2.59879
H 2.47239 2.50652 4.67299
C 0.24869 -2.98153 0.04689
C -2.62749 -0.09081 0.06815
H 3.01053 -1.59099 2.70396
H 3.20880 -0.15421 1.67877
C 2.99972 -0.94535 -1.46695
H 4.38731 5.23603 1.59111
C -3.86679 0.28856 -0.72643
C -2.54535 -1.35221 0.72155
H -1.84716 -1.49215 1.55352

***

DFT (the ωB97M-V functional and the def2-TZVPD basis) results for C23H39IrN4O4S2Si as an isolated structure at a distorted geometry.

Output
⟨S²⟩: 0.803
Energy above the lowest of the compared OMol25 structures with the same formula, charge and spin, kcal per mole: 57.0
Charge: +1
Strongest force on any atom, Eh/bohr: 0.0613
Spin multiplicity: 2

CARTESIAN COORDINATES (ANGSTROEM)
H -2.96726 -4.17848 2.19609
H -1.52237 -3.48640 2.93038
C -1.65539 1.25934 1.34989
H 2.37266 3.14262 -0.34069
C -3.12856 -2.01706 -0.47317
O 0.32820 0.32664 -4.31914
Ir -0.13996 0.22503 -0.39728
S -1.68533 0.70061 -2.30047
C 0.38306 -3.29351 -5.10938
H -0.87858 4.71388 -0.62934
H -3.36450 2.11787 -0.63689
C 3.59343 -2.13555 0.99723
H -0.06148 -0.02085 4.11847
H -2.97127 -0.30264 2.01581
H 2.20703 -2.22159 -3.84923
C 0.86333 -1.92095 0.88037
H -3.53393 -2.73563 -1.18727
H 3.12330 0.65971 -0.89026
H 4.67137 -2.20892 1.01208
H -2.38880 3.45071 -1.19040
H 2.16010 -1.38258 -2.37668
H 0.12764 3.75062 -1.70295
C 1.77132 1.14208 3.05205
S 0.14372 1.17287 -3.17427
H 3.26391 -3.92063 2.14353
C 2.79904 -3.09636 1.61868
H -2.96242 -2.49167 2.69488
N -0.44233 -1.63974 0.71583
Si -1.74302 -2.81233 0.51618
H 0.85471 4.64635 -0.36957
H 1.48258 1.45643 4.05573
H 3.03845 2.25796 1.02180
C -1.05675 -4.35089 -0.33686
O -0.26691 -1.61804 -1.99749
O 0.04815 2.58463 -3.42040
N 1.65023 -0.98152 0.33659
H -0.37066 -3.80392 -5.70094
H -3.19600 3.54337 0.38522
H -3.95363 -1.69090 0.16109
H -1.07954 -0.98120 3.05195
H 0.78249 -3.75116 2.01404
C -2.66805 2.88331 -0.31060
C -3.02491 0.69726 1.59398
H -3.60182 0.64122 0.67656
C -0.88476 0.02990 3.41557
C -2.35068 -3.27905 2.24989
H -1.86585 -4.92967 -0.78495
C 0.40383 -2.10091 -2.94729
N 1.76103 -2.10531 -2.95311
H 2.39601 3.88194 1.26579
C 0.88989 2.38334 0.99944
C 2.98383 -1.07324 0.34591
H 4.43141 -0.51558 -1.12173
H -3.56594 1.34203 2.29184
N -0.23936 -2.79374 -3.89805
H 1.16588 -4.01399 -4.86769
C 2.25381 2.94423 0.72247
H 4.43831 0.51024 0.29723
H -1.24024 -2.70430 -3.87065
H 1.95653 0.06582 3.07693
H -2.76427 -1.16402 -1.04266
C -1.47680 2.29782 0.38900
H -1.77183 0.37601 3.94769
O 1.13317 0.88617 -2.07075
C -0.01026 4.06097 -0.66524
C -0.20208 2.87241 0.23281
H -0.53035 -5.00303 0.36069
C 0.67674 1.47833 2.07232
C 1.42565 -3.01519 1.55280
C 3.78575 -0.03682 -0.38417
H 2.70565 1.64016 2.82117
C -0.59015 0.93221 2.25687
H 0.80172 -2.47706 -5.70333
H -0.36185 -4.06533 -1.12891

***

Number 1: total energy -53069.8152 eV. Number 2: total energy -105435.5362 eV. Number 3: total energy -73891.2387 eV. Number 4: total energy -71016.3524 eV.